{"formula": "C21H25CuN4O8PSSe", "method": "wB97M-V/def2-TZVPD", "max_force_ev_per_a": 0.2, "homo_ev": [-2.05, -2.02], "total_charge": -2, "spin_multiplicity": 2, "orbital_gap_ev": [6.65, 6.62], "elements": ["Cu", "O", "C", "C", "C", "C", "C", "C", "C", "O", "N", "N", "C", "C", "C", "C", "C", "C", "C", "O", "H", "H", "H", "H", "H", "H", "H", "H", "H", "H", "C", "N", "C", "C", "N", "C", "S", "H", "H", "H", "H", "H", "H", "O", "Se", "O", "O", "O", "C", "P", "C", "C", "O", "H", "H", "H", "H", "H", "H", "H", "H", "H"], "xyz": [[-0.1362, -0.1067, -0.5035], [-2.5732, 0.3400, 3.7958], [-1.6145, -0.2948, 4.4804], [-1.5035, -0.0819, 5.8594], [-0.5167, -0.7192, 6.5901], [0.3821, -1.5766, 5.9621], [0.2787, -1.7811, 4.5940], [-0.7083, -1.1609, 3.8359], [-0.7972, -1.3311, 2.3451], [-1.7603, -0.7414, 1.7493], [0.1582, -2.0400, 1.7976], [0.1684, -1.9168, 0.4196], [0.6236, -2.9176, -0.2302], [0.7297, -2.9968, -1.6743], [1.4316, -4.0748, -2.2227], [1.5542, -4.2536, -3.5857], [0.9482, -3.3201, -4.4329], [0.2380, -2.2575, -3.9249], [0.0978, -2.0549, -2.5311], [-0.6204, -1.0617, -2.1045], [-2.4357, -0.0189, 2.8211], [-2.2091, 0.5933, 6.3290], [-0.4445, -0.5424, 7.6581], [1.1601, -2.0703, 6.5318], [0.9726, -2.4232, 4.0671], [0.9435, -3.7865, 0.3491], [1.8956, -4.7810, -1.5398], [2.1214, -5.0844, -3.9872], [1.0543, -3.4208, -5.5082], [-0.2044, -1.5103, -4.5723], [-3.4222, 0.0302, -2.8391], [-2.4203, 0.8505, -3.4798], [-2.1138, 0.8712, -4.8212], [-1.0087, 1.6579, -4.9357], [-0.6345, 2.1184, -3.7014], [-1.4826, 1.5916, -2.8295], [-1.4872, 1.7978, -1.1057], [-3.9731, -0.5044, -3.6129], [-4.1072, 0.6469, -2.2577], [-2.9343, -0.6831, -2.1768], [-2.6870, 0.3172, -5.5449], [-0.4528, 1.9100, -5.8243], [0.9087, 2.5471, -3.1348], [2.9088, 0.5964, -3.8759], [2.7375, 1.3601, -2.4654], [1.8172, 2.8057, -2.7875], [1.8776, 0.5250, -1.3613], [4.0951, 1.9601, -1.8218], [-0.6784, 2.9828, 2.1052], [0.8435, 2.1446, 1.6321], [1.7206, 3.1980, 0.4867], [1.8255, 2.0941, 3.1466], [0.6256, 0.7380, 1.1733], [-0.4555, 3.9519, 2.5569], [-1.2193, 2.3540, 2.8158], [-1.2966, 3.1279, 1.2197], [1.8841, 4.1847, 0.9273], [1.1454, 3.2818, -0.4356], [2.6763, 2.7344, 0.2316], [1.9793, 3.0931, 3.5577], [2.7892, 1.6396, 2.9163], [1.3052, 1.4683, 3.8740]], "atomic_forces_ev_per_a": [[-0.014, 0.023, 0.188], [-0.020, -0.085, -0.060], [-0.009, -0.018, -0.008], [0.000, 0.005, -0.012], [0.008, 0.001, 0.005], [0.000, 0.008, 0.002], [-0.006, -0.002, -0.015], [-0.011, -0.019, 0.006], [0.035, 0.104, 0.013], [-0.063, -0.061, 0.043], [-0.020, 0.033, -0.004], [0.033, -0.058, -0.068], [-0.027, 0.002, 0.042], [0.021, 0.001, -0.012], [-0.009, 0.001, -0.002], [0.001, 0.001, 0.002], [-0.002, 0.002, -0.005], [0.000, -0.009, 0.006], [-0.040, 0.012, -0.002], [0.078, -0.003, -0.010], [0.085, 0.094, 0.027], [0.002, -0.003, 0.002], [0.001, -0.001, -0.001], [0.000, 0.001, 0.000], [0.002, -0.001, 0.003], [-0.006, -0.009, -0.004], [-0.001, 0.000, -0.001], [-0.002, 0.000, -0.002], [-0.002, -0.002, 0.002], [-0.001, 0.005, -0.009], [-0.010, -0.030, -0.002], [0.043, -0.067, 0.001], [0.000, 0.009, 0.001], [-0.043, 0.020, -0.027], [0.060, -0.122, 0.015], [-0.127, 0.159, 0.013], [0.031, -0.046, 0.019], [-0.010, 0.011, -0.004], [0.008, 0.007, 0.002], [0.003, -0.003, 0.007], [-0.003, 0.002, 0.001], [0.005, -0.004, 0.010], [0.023, 0.062, -0.029], [0.020, 0.004, -0.006], [0.018, 0.014, 0.052], [0.001, -0.034, 0.021], [0.028, -0.024, -0.082], [0.023, 0.010, 0.002], [-0.019, 0.012, 0.003], [0.062, -0.044, 0.057], [0.013, -0.011, 0.029], [0.008, 0.003, 0.004], [-0.144, 0.066, -0.133], [0.007, -0.004, 0.005], [0.008, -0.003, -0.007], [0.005, -0.008, -0.024], [-0.016, -0.004, -0.011], [-0.019, 0.004, -0.014], [0.001, 0.007, -0.021], [0.001, 0.001, -0.001], [-0.002, -0.006, -0.005], [-0.003, -0.003, 0.001]]}

***

{"formula": "C45H46N2O2P3S2Sn", "method": "wB97M-V/def2-TZVPD", "max_force_ev_per_a": 0.6, "homo_ev": -9.84, "total_charge": 1, "spin_multiplicity": 1, "orbital_gap_ev": 7.75, "elements": ["Sn", "O", "C", "C", "C", "C", "C", "C", "C", "O", "N", "N", "C", "S", "C", "C", "S", "H", "H", "H", "H", "H", "H", "H", "H", "H", "C", "C", "P", "C", "C", "C", "C", "C", "C", "C", "C", "C", "C", "C", "C", "C", "P", "C", "C", "C", "C", "C", "C", "C", "C", "C", "C", "C", "C", "H", "H", "H", "H", "H", "H", "H", "H", "H", "H", "H", "H", "H", "H", "H", "H", "H", "H", "H", "H", "H", "H", "H", "H", "H", "H", "C", "P", "C", "C", "C", "C", "C", "C", "C", "H", "H", "H", "H", "H", "H", "H", "H", "H", "H", "H"], "xyz": [[-0.0010, 0.2697, -0.9391], [4.4287, -0.1776, -0.0268], [4.8632, 1.1021, -0.1878], [6.2255, 1.3859, -0.0921], [6.6951, 2.6764, -0.2351], [5.8057, 3.7170, -0.4729], [4.4573, 3.4412, -0.5681], [3.9546, 2.1421, -0.4370], [2.4860, 1.9237, -0.5618], [2.0385, 0.7062, -0.5318], [1.7285, 2.9814, -0.7010], [0.3797, 2.6516, -0.7062], [-0.3880, 3.6699, -0.7753], [-2.1278, 3.4987, -0.7486], [-2.4217, 5.2461, -0.3576], [-1.3895, 6.0479, -1.1261], [0.2393, 5.2973, -0.8445], [5.1928, -0.7554, 0.0660], [6.9176, 0.5720, 0.1007], [7.7576, 2.8713, -0.1596], [6.1658, 4.7310, -0.5885], [3.7456, 4.2334, -0.7558], [-2.3236, 5.3896, 0.7166], [-3.4387, 5.4797, -0.6681], [-1.3393, 7.0778, -0.7750], [-1.6014, 6.0383, -2.1932], [-3.1296, -0.5583, 2.2913], [-3.9315, 0.0448, 1.1285], [-3.1124, -0.2942, -0.4894], [-3.8387, -1.9211, -0.9434], [-4.9522, -2.0790, -1.7695], [-5.4356, -3.3509, -2.0554], [-4.8239, -4.4748, -1.5147], [-3.7223, -4.3288, -0.6837], [-3.2282, -3.0602, -0.4110], [-3.9327, 0.8380, -1.6609], [-3.3994, 0.8991, -2.9498], [-3.9291, 1.7649, -3.8956], [-5.0036, 2.5807, -3.5628], [-5.5465, 2.5216, -2.2856], [-5.0124, 1.6568, -1.3378], [-1.9068, 0.2653, 2.7396], [-0.3149, 0.1663, 1.8112], [0.6552, 1.4340, 2.7077], [1.6656, 1.1335, 3.6203], [2.3900, 2.1554, 4.2200], [2.1135, 3.4825, 3.9222], [1.0784, 3.7911, 3.0504], [0.3529, 2.7726, 2.4538], [0.4560, -1.3935, 2.3457], [1.7931, -1.5950, 1.9828], [2.4869, -2.6855, 2.4835], [1.8469, -3.6109, 3.3023], [0.5070, -3.4435, 3.6180], [-0.1852, -2.3294, 3.1526], [-2.8318, -1.5810, 2.0419], [-3.7958, -0.6347, 3.1516], [-4.0111, 1.1272, 1.2571], [-4.9359, -0.3772, 1.1058], [-5.4440, -1.2141, -2.1958], [-6.2974, -3.4634, -2.7022], [-5.2062, -5.4634, -1.7403], [-3.2466, -5.2052, -0.2568], [-2.3528, -2.9437, 0.2228], [-2.5680, 0.2547, -3.2163], [-3.5029, 1.8092, -4.8909], [-5.4233, 3.2557, -4.2989], [-6.3933, 3.1471, -2.0253], [-5.4482, 1.6262, -0.3451], [-1.6265, -0.0082, 3.7577], [-2.1607, 1.3270, 2.7590], [1.8969, 0.1080, 3.8750], [3.1788, 1.9087, 4.9202], [2.6983, 4.2740, 4.3744], [0.8428, 4.8246, 2.8253], [-0.4670, 3.0170, 1.7930], [2.2973, -0.8855, 1.3273], [3.5359, -2.8087, 2.2401], [2.3936, -4.4598, 3.6954], [-0.0007, -4.1690, 4.2425], [-1.2206, -2.1975, 3.4417], [0.2764, -4.3630, -0.1799], [0.5027, -2.7167, -0.9604], [-0.2890, -3.0087, -2.5932], [2.2737, -2.7541, -1.4276], [3.2196, -3.4115, -0.6419], [4.5582, -3.4323, -1.0143], [4.9709, -2.7907, -2.1757], [4.0400, -2.1168, -2.9554], [2.7040, -2.0960, -2.5825], [0.8368, -5.1147, -0.7372], [-0.7828, -4.6209, -0.1982], [0.6133, -4.3509, 0.8575], [0.2696, -3.7549, -3.1594], [-0.3349, -2.0855, -3.1715], [-1.3107, -3.3558, -2.4324], [2.9126, -3.9315, 0.2566], [5.2788, -3.9655, -0.4031], [6.0109, -2.8232, -2.4771], [4.3543, -1.6129, -3.8618], [1.9938, -1.5609, -3.2033]], "atomic_forces_ev_per_a": [[0.198, 0.548, -0.168], [-0.102, 0.058, 0.060], [0.002, 0.064, -0.002], [-0.005, -0.031, -0.002], [0.011, -0.001, -0.002], [0.014, 0.048, -0.018], [-0.062, -0.032, -0.018], [-0.121, -0.099, 0.004], [0.000, 0.218, -0.037], [-0.140, -0.251, 0.168], [0.185, -0.302, 0.200], [0.054, -0.230, -0.046], [-0.016, 0.134, -0.025], [-0.042, -0.068, -0.043], [0.026, -0.041, -0.040], [0.026, -0.003, 0.085], [-0.013, 0.024, 0.025], [0.069, -0.045, -0.044], [-0.016, 0.016, -0.003], [-0.027, -0.015, 0.001], [-0.024, -0.037, 0.013], [0.022, 0.001, 0.000], [-0.007, 0.059, 0.028], [-0.013, 0.017, -0.001], [-0.031, 0.004, -0.014], [-0.040, 0.037, -0.034], [0.090, 0.078, -0.074], [0.226, -0.056, 0.005], [-0.330, -0.084, -0.102], [0.130, -0.046, 0.104], [0.054, -0.066, 0.045], [0.028, 0.039, 0.021], [-0.055, 0.009, -0.023], [0.035, 0.035, 0.032], [-0.042, 0.051, 0.006], [0.001, -0.063, -0.011], [-0.067, 0.018, 0.004], [-0.015, 0.006, 0.005], [0.004, -0.012, 0.031], [0.024, 0.029, 0.013], [-0.017, -0.029, 0.027], [-0.163, -0.127, -0.310], [0.190, -0.052, 0.272], [0.006, 0.042, -0.066], [0.016, -0.009, -0.035], [-0.009, 0.030, -0.017], [0.000, -0.050, 0.003], [-0.014, 0.019, -0.001], [-0.022, -0.060, 0.047], [0.050, 0.011, 0.019], [-0.025, 0.023, -0.026], [0.001, 0.028, 0.060], [-0.007, 0.005, 0.012], [-0.022, 0.002, -0.016], [0.025, 0.010, 0.017], [-0.053, 0.005, 0.049], [0.016, -0.033, 0.053], [0.001, 0.000, 0.001], [-0.082, 0.052, 0.051], [0.017, 0.021, -0.006], [0.039, 0.011, 0.024], [0.018, 0.063, 0.008], [-0.015, 0.060, -0.014], [-0.005, -0.034, -0.040], [0.032, 0.036, -0.003], [-0.023, -0.029, 0.050], [0.030, -0.027, 0.028], [0.052, -0.038, -0.020], [0.004, -0.006, -0.079], [-0.012, 0.053, 0.093], [-0.004, 0.039, 0.019], [0.008, 0.012, -0.057], [-0.032, 0.009, -0.025], [-0.033, -0.028, -0.004], [0.005, -0.059, 0.003], [-0.028, 0.062, -0.133], [-0.004, -0.061, 0.069], [-0.068, 0.012, 0.005], [-0.022, 0.029, -0.026], [0.028, 0.045, -0.019], [0.049, -0.008, 0.006], [0.062, 0.104, 0.085], [0.105, -0.152, -0.247], [0.053, -0.029, 0.073], [0.003, 0.022, -0.015], [-0.001, -0.041, -0.093], [0.009, 0.031, -0.024], [-0.040, 0.005, 0.051], [-0.009, 0.003, 0.021], [0.008, 0.041, 0.096], [-0.024, -0.028, 0.010], [0.026, 0.033, 0.010], [-0.013, 0.009, -0.037], [-0.054, -0.009, -0.013], [0.007, 0.006, -0.011], [-0.008, 0.020, 0.002], [0.008, -0.016, -0.083], [-0.047, 0.007, -0.040], [-0.030, 0.005, 0.014], [-0.022, -0.012, 0.049], [0.014, -0.038, -0.008]]}

***

{"formula": "H30O15", "method": "wB97M-V/def2-TZVPD", "max_force_ev_per_a": 2.8, "homo_ev": -10.30, "total_charge": 0, "spin_multiplicity": 1, "orbital_gap_ev": 10.06, "elements": ["O", "H", "H", "O", "H", "H", "O", "H", "H", "O", "H", "H", "O", "H", "H", "O", "H", "H", "O", "H", "H", "O", "H", "H", "O", "H", "H", "O", "H", "H", "O", "H", "H", "O", "H", "H", "O", "H", "H", "O", "H", "H", "O", "H", "H"], "xyz": [[-1.9099, 1.7130, -2.5460], [-0.9959, 1.8770, -2.3360], [-1.8459, 1.0190, -3.1730], [-0.8549, -2.2220, -2.5460], [-0.3719, -1.4500, -2.7210], [-1.0529, -2.4510, -3.4150], [2.1441, -0.8850, -0.9510], [2.3581, -1.1150, -0.0470], [2.8101, -0.2040, -1.0380], [-0.3959, -3.6060, 0.1160], [-0.5999, -2.8260, -0.3750], [0.3161, -3.4160, 0.7020], [-2.0299, 1.3740, 0.0400], [-2.8879, 1.1750, 0.3330], [-2.0629, 1.5630, -0.8980], [0.7051, 1.6100, -1.8830], [0.7541, 1.8640, -0.9600], [0.7921, 2.4280, -2.3810], [-0.6049, 3.7700, -0.8170], [-1.0409, 3.1060, -0.2710], [-1.2319, 4.3960, -1.1290], [-0.2539, -0.5960, 0.1240], [-0.7949, 0.2470, 0.1240], [0.5741, -0.4160, -0.2920], [0.9701, 2.2250, 0.8780], [1.3181, 3.0880, 1.1160], [0.9011, 1.7100, 1.7050], [1.9751, -3.3450, -2.2000], [1.0831, -3.6150, -2.4070], [1.9571, -2.5150, -1.7180], [1.0631, 0.5540, 2.9440], [1.5461, -0.1780, 2.5260], [0.3231, 0.1530, 3.3810], [2.7521, -1.1740, 1.5800], [2.8571, -1.6030, 2.4440], [3.6521, -0.9330, 1.2920], [-2.8099, -1.5160, 0.3710], [-1.9789, -1.0330, 0.2880], [-2.5139, -2.2160, 0.9560], [-1.6709, 3.3640, 2.0200], [-1.7399, 2.5870, 1.4810], [-0.7869, 3.2710, 2.3220], [0.1711, -1.8650, 2.6980], [-0.6079, -2.3900, 2.8320], [0.0181, -1.5250, 1.8330]], "atomic_forces_ev_per_a": [[-1.146, 0.944, 0.226], [1.237, 0.244, 0.271], [-0.296, -1.184, -0.867], [-0.415, -0.637, 1.926], [1.405, 2.022, 0.377], [-0.985, -1.327, -2.321], [0.505, 0.418, -0.091], [-0.565, -0.978, 0.701], [0.035, 0.653, -1.054], [-0.861, -1.463, 0.169], [-0.089, 0.989, -0.662], [0.874, 0.346, 0.495], [1.851, 0.534, 0.926], [-1.960, -0.648, 0.511], [-0.556, -0.164, -1.345], [0.173, -0.547, -1.038], [0.191, 0.396, 0.774], [0.238, 0.215, 0.232], [1.288, -0.457, -0.106], [-0.181, 0.515, 0.173], [-1.038, 0.620, -0.133], [-1.584, 0.548, 1.023], [0.748, -0.738, 0.030], [1.104, 0.263, -0.862], [0.007, 0.110, -0.206], [-0.015, 0.101, -0.126], [0.182, -0.348, 0.133], [0.851, -0.578, -0.338], [-0.406, 0.213, 0.281], [-0.315, 0.133, -0.128], [0.820, 0.825, -0.080], [-0.289, 0.489, 0.086], [-0.519, -0.471, 0.266], [0.994, -0.047, 0.426], [-0.036, -0.210, -0.331], [-0.333, -0.086, 0.520], [-0.043, 0.218, 0.388], [-0.164, -0.100, -0.478], [-0.326, -0.542, 0.023], [-0.948, 0.597, 0.318], [-0.414, -0.735, -0.639], [1.246, 0.250, 0.634], [0.370, -0.649, 1.208], [-0.501, -0.669, 0.419], [-0.132, 0.934, -1.730]]}